Here is a cluster of 13 separate species, C63H79N3O37 in total from the Open Molecules 2025 dataset. Energies are from wB97M-V/def2-TZVPD.

Computed properties:
largest force on an atom = 3.262 eV/Å
E = -146830.931 eV
total charge = 0
E_LUMO = -1.79 eV
E_HOMO = -0.328 Ha

Cartesian coordinates (Å):
C  25.84479  -21.17809  3.78355
C  27.80155  -20.59503  5.20870
H  20.13158  -26.72999  8.43747
H  19.75928  -13.66477  8.29174
C  29.15703  -24.27096  6.74547
H  15.99608  -18.20503  12.17439
H  18.38328  -21.97391  9.70663
H  19.46794  -17.56554  8.14292
O  24.53677  -21.03171  3.48187
C  19.11499  -13.57880  7.40777
O  23.78094  -20.09365  8.21017
H  21.62223  -18.47672  6.45353
H  22.45457  -25.50831  14.26274
H  26.19012  -22.11762  1.98382
H  28.26581  -22.50704  9.53594
H  22.92077  -26.42804  10.44615
C  20.04226  -21.84692  8.76616
H  19.23137  -16.52168  5.96752
H  13.72995  -20.81493  8.54245
H  22.39205  -16.62087  7.90917
H  24.08437  -20.84103  4.33127
O  25.88705  -22.29587  8.32667
N  26.24505  -16.53648  7.55984
C  22.32589  -19.40827  14.37296
H  28.23568  -20.19965  6.11952
H  26.08259  -14.59783  6.79474
H  26.19508  -14.58542  8.52693
H  22.65299  -27.13108  8.88486
H  17.87653  -15.78981  6.58936
H  20.79532  -20.58359  2.97253
H  20.32505  -16.04752  8.39604
C  26.53209  -15.12083  7.64207
H  22.97790  -18.07795  5.54180
H  21.43837  -23.24168  11.75928
C  16.50653  -24.20859  5.85988
H  14.14061  -19.48919  13.13053
H  14.93724  -18.40185  5.88887
O  29.88749  -21.48442  4.64044
O  25.20751  -16.81737  9.59596
H  19.09322  -19.22343  6.04209
H  19.19548  -17.25844  10.67131
O  19.82543  -27.67350  8.34525
O  23.38224  -13.04895  5.45462
H  14.43118  -21.85587  7.26841
H  21.87614  -18.93969  9.31987
N  15.70673  -20.28196  11.95862
C  23.41813  -18.53005  12.34140
C  14.75753  -25.78807  6.51890
O  21.31974  -19.84511  14.86999
H  16.34183  -23.38189  3.93384
C  22.87146  -14.86639  9.10150
H  26.05567  -17.86458  5.92275
H  14.13200  -21.22442  12.99070
C  22.56348  -26.19656  9.44194
H  20.07354  -24.10799  10.35173
O  16.49496  -25.24264  7.99099
C  19.33320  -28.30419  4.33740
C  14.64861  -21.09172  8.01557
H  15.33904  -22.25498  11.51160
H  15.35219  -20.49980  14.01164
H  18.04506  -23.86442  6.91417
O  19.03585  -28.56908  3.06380
O  25.03890  -16.77956  12.71883
C  16.29376  -19.28381  7.97817
H  17.76870  -18.85580  5.07548
C  24.27893  -17.61187  13.15675
O  16.85722  -21.49175  10.41750
O  19.47543  -19.54967  4.06624
C  14.17387  -25.68301  5.33780
C  26.80230  -17.25468  6.42656
H  25.51252  -18.29745  8.21672
H  19.23921  -29.51107  2.91049
C  22.85034  -15.06181  6.66205
H  18.14262  -20.58453  5.33348
H  23.18636  -25.49051  8.88656
H  18.98145  -26.27734  4.07182
C  22.60145  -15.55745  7.99347
C  22.03945  -18.62989  5.44971
C  16.00579  -21.41081  11.28922
H  27.66402  -17.87400  6.69997
C  18.83894  -16.24200  10.48838
C  27.85186  -24.26941  6.09688
C  22.51492  -19.31396  12.90442
C  18.94959  -15.86081  6.79198
C  23.34612  -13.62666  6.66926
O  18.49675  -16.00108  9.14656
C  19.24583  -27.03392  4.79829
C  25.64290  -17.25035  8.54855
O  25.56774  -20.14043  5.88359
C  19.75671  -27.93167  7.02263
C  26.87136  -22.81428  7.84645
H  20.36523  -25.50081  11.26165
H  23.97522  -11.91902  7.68405
C  15.97980  -25.11691  6.89872
C  22.40079  -22.07020  7.91196
H  14.99410  -20.16761  5.53917
H  16.77013  -19.77658  8.83268
C  28.09369  -21.88977  3.08253
C  14.79113  -20.36048  13.08460
C  21.03891  -22.56199  8.25043
H  12.85600  -26.13792  4.06182
O  30.13537  -24.80965  6.27421
C  23.15094  -13.37382  9.11108
C  19.34291  -16.47838  8.13122
H  20.77968  -20.80160  6.00441
O  19.54919  -14.59922  6.52827
C  20.27345  -20.69885  3.92669
H  21.87741  -19.96751  12.32199
O  18.84262  -22.41000  8.95271
O  23.49542  -19.09359  16.48132
H  19.16947  -12.61669  6.90158
O  28.81984  -22.53325  2.35933
H  21.03144  -25.60643  13.33162
H  24.96518  -23.17378  6.62324
H  30.74186  -24.60703  8.55436
C  26.66399  -21.75754  2.88782
C  28.16806  -22.85540  8.51440
C  20.27465  -20.46841  9.27455
C  26.81766  -23.56394  6.56122
C  29.20948  -23.57756  8.06911
O  22.57373  -24.86693  12.31258
C  18.56604  -19.59525  5.15420
C  14.64254  -24.68358  4.29568
H  17.38624  -19.11529  12.60733
C  21.87165  -24.93364  13.54535
O  14.05312  -24.47736  3.26193
O  13.10405  -26.40429  4.96211
O  23.62319  -18.47074  11.01474
C  19.68825  -29.48160  5.16598
O  23.19642  -22.74962  7.31714
H  27.27255  -16.52312  5.76963
C  28.57842  -21.30830  4.39431
H  18.09846  -13.67795  7.80287
O  25.59694  -23.58701  5.99561
C  16.54505  -19.10851  11.90662
H  25.16564  -17.51016  15.12011
O  23.10410  -12.63722  10.06849
H  23.21004  -13.74576  4.79692
H  15.28239  -21.53709  8.78006
C  19.55410  -26.71905  6.16996
O  19.79252  -25.59630  6.56258
O  19.46270  -19.84052  9.92140
O  22.66245  -15.37336  10.32679
C  26.34536  -20.57937  5.07061
H  19.63009  -15.52841  10.75980
H  16.95949  -18.96418  10.91068
H  20.97154  -23.60402  7.95121
H  27.61462  -14.96982  7.60446
H  19.76782  -29.99894  7.31853
H  30.23012  -22.05989  3.93267
H  19.67018  -21.60895  3.82409
H  23.00668  -19.91240  16.63502
H  24.40704  -20.73265  7.82720
C  19.75888  -29.20513  6.58593
O  16.75613  -18.24432  7.51977
C  20.86452  -24.83370  10.54266
C  22.55570  -20.62655  8.33959
C  14.59529  -19.38226  6.19127
O  21.24481  -25.68465  9.49179
H  22.74831  -23.72905  10.62467
C  24.31071  -17.92298  14.60212
N  15.19051  -19.85796  7.46014
O  19.74885  -30.59665  4.68272
H  17.97405  -15.96700  11.08886
C  23.51461  -12.89420  7.78229
H  21.42740  -18.14466  4.69013
C  21.28447  -20.88240  5.03323
H  21.56683  -23.96595  13.94250
H  13.51217  -19.47848  6.20366
O  22.35196  -19.95070  5.08124
H  14.48225  -26.54583  7.24606
C  21.96848  -24.08099  11.29693
C  21.58236  -19.90842  8.93870
H  27.62502  -24.94790  5.28341
C  15.87069  -23.99654  4.68997
O  17.71091  -23.63451  6.02665
H  22.90872  -14.71616  10.99661
H  21.72673  -21.87737  4.96058
C  23.45162  -18.77064  15.17227
O  30.24431  -23.84119  8.87471
H  24.10727  -17.64385  10.77709
O  22.52214  -15.65585  5.65672

Cartesian forces, eV/Å:
C -0.62 0.09 -0.98
C -0.33 0.04 1.08
H -0.31 -0.36 0.47
H -0.01 0.71 0.08
C -0.40 0.08 -0.60
H -0.40 -0.21 -0.16
H -0.43 0.13 -0.50
H -0.47 -0.09 -0.19
O 0.95 -0.36 1.18
C 0.27 -0.32 0.65
O -0.34 -0.04 -0.13
H -0.54 -0.67 -0.07
H 0.43 0.40 -0.04
H 0.30 -0.17 -0.09
H -0.33 0.31 -0.08
H 0.27 0.34 -0.02
C -0.43 -0.81 0.54
H 0.65 0.01 0.14
H -0.29 -0.37 -0.19
H -0.21 0.06 0.92
H -0.43 0.52 -0.26
O -0.23 0.08 -0.18
N -0.35 -0.14 0.93
C 0.78 1.48 -1.68
H -0.09 0.04 0.03
H 0.09 -0.07 -0.11
H -0.31 -0.69 0.27
H -0.82 0.00 -0.11
H -0.23 0.05 0.88
H 0.06 0.07 0.05
H 0.07 -0.32 -0.46
C 0.43 0.56 -0.22
H 0.09 -0.23 -0.43
H 0.31 0.32 0.00
C 1.33 0.87 -1.31
H 0.23 0.15 0.05
H 0.08 0.05 0.26
O -0.60 -0.09 -0.10
O 0.08 0.44 0.22
H -0.06 -0.48 0.32
H -0.19 -0.11 0.03
O 0.42 0.44 -1.12
O 0.64 -0.36 0.16
H 0.04 0.16 -0.23
H -0.29 0.11 0.02
N -0.30 -0.41 0.55
C 0.76 1.26 -1.78
C 0.21 -1.43 1.29
O 0.02 -0.63 0.74
H -0.04 0.16 0.08
C -1.10 0.35 1.94
H 0.08 0.17 -0.08
H 0.11 -0.04 -0.17
C 0.46 0.25 0.20
H 0.15 -0.17 -1.31
O 0.41 0.10 -0.30
C -0.38 1.11 -0.81
C -0.48 0.56 0.55
H 0.00 0.00 0.18
H -0.11 0.31 0.12
H 0.07 0.04 -0.04
O 0.33 -0.25 0.00
O -0.50 -0.02 -0.81
C 0.09 1.08 -0.78
H -0.03 -0.13 -0.71
C 0.51 -0.67 1.71
O 0.18 -0.15 0.32
O -0.81 0.02 -0.29
C -1.24 0.06 -1.60
C 0.72 0.22 -0.07
H 0.06 0.02 0.38
H -0.09 0.02 0.08
C -1.03 1.31 1.13
H 0.04 -0.15 -0.05
H 0.33 0.09 0.42
H 0.07 0.27 0.22
C 0.95 -1.44 -0.76
C 0.56 0.94 -0.05
C -0.16 0.61 -0.36
H -0.27 -0.22 0.29
C 0.71 0.71 -0.48
C -0.48 -0.35 -0.43
C -0.87 -1.31 0.92
C -0.21 -0.53 -0.78
C -0.84 0.34 -1.09
O -1.59 -0.21 -0.15
C -0.36 -0.68 -0.94
C -0.06 -0.11 -1.22
O -0.35 0.07 0.39
C -0.38 -0.28 2.11
C 1.50 0.26 0.42
H 0.16 0.16 0.33
H -0.48 0.23 0.08
C -0.74 0.36 0.14
C -2.95 1.14 0.80
H -0.40 0.50 -0.90
H -0.26 -0.34 0.02
C -1.45 -0.58 0.76
C -0.13 -0.45 0.10
C 1.57 -1.14 -1.13
H 0.09 0.17 -0.03
O 0.20 -0.15 0.37
C 0.93 -0.07 -2.07
C 0.91 1.13 0.70
H -0.21 -0.32 -0.04
O -0.46 -0.14 -0.20
C 0.37 0.16 -0.48
H -0.06 0.18 -0.16
O 0.29 0.20 0.30
O 0.37 0.13 -0.15
H 0.40 -0.01 0.05
O 0.71 0.31 0.12
H -0.56 0.49 0.52
H -0.13 0.09 -0.12
H 0.10 0.20 -0.42
C -0.52 0.28 -0.37
C 0.42 -0.01 0.77
C 0.96 1.01 -0.50
C -1.39 -0.18 -0.08
C -0.45 -0.51 0.47
O 1.01 0.49 0.14
C 0.63 0.77 0.72
C 1.16 0.48 1.35
H 0.00 -0.49 0.02
C -0.46 -1.30 -1.02
O -0.46 -0.52 -0.09
O 0.30 0.03 0.39
O -0.51 0.07 0.80
C -0.64 -0.45 1.39
O 0.80 0.10 -0.11
H -0.51 0.04 -0.30
C 1.36 0.14 -0.65
H -0.11 -0.39 -0.40
O 0.67 0.00 0.19
C 0.62 0.77 -0.28
H -0.23 0.16 0.27
O -0.18 -0.87 0.63
H -0.08 0.00 0.06
H 0.39 0.21 -0.31
C 1.10 -0.28 -1.39
O -0.33 -0.04 0.72
O -0.44 -0.44 0.11
O 0.12 -0.34 -0.26
C 0.88 -0.39 -0.91
H 0.23 -0.22 0.22
H -0.02 -0.14 0.02
H -0.70 -0.02 0.14
H 0.01 0.04 -0.11
H 0.30 -0.16 -0.16
H 0.03 0.03 -0.08
H -0.15 -0.04 0.27
H -0.33 0.16 -0.07
H -0.13 -0.06 -0.07
C 0.12 0.39 0.08
O 0.20 -0.23 0.14
C 0.09 -0.65 1.96
C 1.56 0.19 0.17
C 0.89 -1.68 0.48
O -0.57 0.03 -1.44
H 0.07 0.10 0.06
C 0.08 -0.05 -0.09
N -0.18 -0.24 0.42
O 0.15 0.27 -0.52
H -0.11 -0.33 0.03
C 0.64 0.19 -0.32
H -0.11 0.06 0.18
C -0.27 0.27 0.84
H -0.01 0.08 -0.06
H -0.04 0.21 0.20
O 0.42 -0.60 -0.19
H -0.46 0.10 -0.14
C -0.88 -0.58 0.33
C 0.55 -0.42 -0.09
H 0.52 0.12 -0.25
C 0.05 -0.05 -0.38
O -0.64 -0.23 0.67
H -0.02 0.16 -0.11
H 0.07 0.02 -0.04
C -0.40 -0.55 0.47
O 0.02 0.24 -0.06
H 0.37 -0.27 -0.22
O 0.80 0.45 -0.28

Results of the Löwdin charge analysis, in e, for atoms 1 through 8:
1. C -0.213
2. C 0.060
3. H 0.093
4. H 0.082
5. C -0.328
6. H 0.094
7. H 0.072
8. H 0.107